C9H7NO | the ωB97M-V functional and the def2-TZVPD basis

Each line ends with the natural charge from an NBO analysis.
Positions of all 18 atoms, in Å:
C 2.4716 0.9836 -0.3373  -0.1842
C 3.0873 -0.2672 -0.0345  -0.2409
C 2.3340 -1.3660 0.2940  0.0301
C 0.3675 -0.1575 0.0693  0.1572
C 1.1151 0.9923 -0.2980  -0.2292
C -1.1276 -0.1540 0.0785  0.2661
C -1.9667 0.8056 0.5745  -0.3108
C -3.2025 0.4153 0.2429  -0.3293
C -3.1109 -0.7774 -0.4117  0.0723
H 2.9788 1.9042 -0.6672  0.2265
H 4.0552 -0.4314 -0.1638  0.2028
H 2.8618 -2.3070 0.5883  0.1992
H 0.6766 2.1245 -0.4367  0.2219
H -1.6505 1.7488 0.9463  0.2271
H -4.2794 0.5875 0.5602  0.2389
H -3.8210 -1.7085 -0.8649  0.2261
N 1.0050 -1.3065 0.3556  -0.3995
O -1.7943 -1.0863 -0.4956  -0.3742

Cartesian forces, eV/Å:
C 1.027 -1.569 -0.002
C -3.276 1.717 -0.469
C -0.097 0.117 0.483
C 0.730 -0.346 -0.409
C -2.244 3.405 0.449
C 2.522 2.563 1.281
C 3.112 1.240 0.258
C -6.669 -2.352 -0.364
C -1.174 -3.229 -1.446
H 0.113 -0.797 0.394
H 4.303 -0.252 -0.290
H -0.805 0.729 -0.418
H 0.373 -3.333 0.136
H 0.159 0.375 0.610
H 1.784 1.008 -0.284
H 1.964 3.343 1.563
N -1.010 0.030 -0.057
O -0.813 -2.647 -1.435

Properties
Strongest force on any atom ... 0.13770 hartree/bohr
Relative energy (zero: lowest compared OMol25 entry of this formula, charge and spin) ... 2.707 eV
Net charge ... 0
HOMO-LUMO gap ... 9.068 eV